[1]
A molecular structure, C34H34N2NdO4PSSi. Source: the Open Molecules 2025 dataset; level of theory: the ωB97M-V functional and the def2-TZVPD basis.

Geometry as XYZ:
```
78
Properties=species:S:1:pos:R:3:forces:R:3:mulliken_charge:R:1
Nd 0.0529 0.0765 0.7362 -1.6 -0.3 -1.4 0.357
O 0.4205 1.8524 2.2411 2.4 -1.2 1.4 -0.713
C 1.5766 1.3633 2.5981 -1.1 1.6 -1.3 0.993
N 2.0172 0.1905 2.0996 1.3 0.3 0.2 -0.120
S 3.7145 0.1041 2.1382 -0.4 1.1 0.2 1.088
O 4.2167 -1.0837 2.7759 -0.5 0.3 -0.6 -0.628
O 4.2412 0.5110 0.8406 -0.6 -0.8 0.8 -0.622
C 3.8438 1.4908 3.2315 -0.4 0.2 0.5 0.415
C 4.9472 1.8423 3.9705 0.0 0.0 0.0 -0.504
C 4.8141 2.8817 4.9067 0.2 -0.5 -0.6 -0.623
C 3.5789 3.4861 5.0759 -0.8 -0.1 -0.3 -0.458
C 2.4522 3.1452 4.3080 1.0 -0.5 -0.5 -0.651
C 2.6062 2.1235 3.3709 0.0 -0.4 0.5 -0.220
H 5.8433 1.2455 3.8355 0.2 0.4 0.2 0.439
H 5.6969 3.1892 5.4586 -0.3 0.0 0.2 0.402
H 3.3822 4.1941 5.8573 0.4 0.4 0.2 0.395
H 1.5291 3.6785 4.4485 -0.3 -0.1 0.0 0.517
C 1.6575 -1.9613 -3.5525 -0.5 -0.2 0.0 -1.240
P 2.2371 -1.2103 -1.9934 -0.4 -0.5 -0.9 0.995
C 3.0044 0.3448 -2.4522 1.7 -0.1 0.2 -0.804
C 3.4027 -2.3591 -1.2957 0.6 -0.2 0.2 -1.009
O 1.0925 -1.0074 -1.0246 0.0 0.1 0.2 -0.385
H 2.4766 -2.3410 -4.1592 0.3 -0.1 0.2 0.413
H 1.1649 -1.2156 -4.1875 -0.1 0.0 0.4 0.304
H 0.9604 -2.8123 -3.3696 0.5 0.7 0.1 0.339
H 3.9989 0.2458 -2.9792 -0.9 -0.3 0.7 0.412
H 3.1741 0.9480 -1.5297 -0.3 -0.2 -0.8 0.277
H 2.3814 0.8014 -3.2022 -0.6 0.6 0.1 0.130
H 4.3364 -2.2994 -1.8726 -0.2 -0.3 0.1 0.386
H 2.9868 -3.3874 -1.3019 0.3 0.6 0.0 0.328
H 3.6453 -2.0420 -0.2696 -0.2 -0.2 -0.3 0.191
C -0.0071 -5.3170 2.0945 -0.2 1.9 -0.3 -0.716
C -1.3676 -5.0364 1.8857 0.4 -0.3 0.3 -0.495
C -1.8506 -3.7382 1.8299 -0.2 0.2 0.1 -0.004
C -0.9724 -2.6266 1.9658 0.3 -1.1 0.1 0.137
C 0.3972 -2.9010 2.2069 -1.0 -0.1 -1.2 -0.487
C 0.8609 -4.2147 2.1944 0.0 -0.6 0.4 -0.753
N -1.3869 -1.3098 1.7992 0.4 -0.2 0.1 0.203
C -2.5519 -0.9238 2.4474 -0.5 -0.1 -0.4 0.323
C -2.9311 -1.4853 3.6883 -0.3 1.3 -0.5 -0.231
C -4.0943 -1.0113 4.2913 0.2 -0.2 -0.8 -0.627
C -4.9142 -0.0554 3.6711 0.9 -0.1 -0.4 -0.575
C -4.5262 0.4960 2.4375 0.6 -0.9 0.6 -0.763
C -3.3623 0.0276 1.8072 -0.7 0.4 0.5 -0.348
H 0.3511 -6.3226 2.1371 0.2 -0.4 0.0 0.424
H -2.0385 -5.8844 1.7759 -0.1 0.2 0.0 0.371
H -2.9383 -3.5878 1.7101 0.8 0.1 -0.1 0.431
H 1.0600 -2.0383 2.2040 0.3 -0.4 0.5 0.616
H 1.9225 -4.3853 2.3434 0.0 0.0 0.0 0.434
H -2.2606 -2.1980 4.1530 -0.2 0.0 0.1 0.466
H -4.3625 -1.4372 5.2372 -0.3 0.0 0.4 0.386
H -5.8217 0.2355 4.1625 -0.3 0.2 0.1 0.402
H -5.1044 1.2591 1.9492 -0.3 0.1 -0.1 0.454
H -3.1370 0.4086 0.7985 0.1 -0.3 0.5 0.120
C 1.2019 3.7120 -4.8770 -0.9 -0.5 0.4 -0.614
C 1.1524 4.1640 -3.5500 0.5 0.0 -0.1 -0.460
C 0.3678 3.5079 -2.6061 0.4 0.7 -0.6 -0.845
C -0.3746 2.4021 -2.9858 -1.2 -0.8 1.0 0.712
C -0.3707 1.9249 -4.3057 0.9 1.0 0.1 -0.350
C 0.3946 2.6107 -5.2502 0.5 0.5 -0.2 -0.495
Si -1.4506 1.6652 -1.5579 0.8 -0.2 0.6 0.377
C -2.7833 0.7138 -2.4638 -0.3 -0.8 0.8 0.374
C -3.5716 1.4854 -3.2855 -0.2 0.0 -1.3 -0.412
C -4.6395 0.9452 -3.9951 0.1 0.2 0.2 -0.679
C -4.9506 -0.3813 -3.8331 0.5 -1.4 0.8 -0.405
C -4.1477 -1.2277 -3.0129 -0.2 1.6 0.0 -0.659
C -3.1113 -0.6533 -2.2665 0.1 0.5 -1.2 -0.172
H 1.7933 4.2273 -5.6262 0.0 0.0 0.1 0.404
H 1.7473 5.0178 -3.2114 -0.2 -0.2 -0.4 0.363
H 0.3020 3.9407 -1.5952 0.0 -0.4 -0.4 0.309
H -0.9504 1.0696 -4.6217 -0.2 0.0 0.2 0.505
H 0.3493 2.3287 -6.3092 0.1 0.0 0.4 0.347
H -2.2442 2.8556 -1.0644 0.2 0.0 -0.2 -0.318
H -3.2783 2.5041 -3.5197 -0.1 0.1 0.3 0.382
H -5.2020 1.5692 -4.6748 -0.2 0.0 0.0 0.402
H -5.8259 -0.8078 -4.2986 0.0 -0.1 -0.3 0.355
H -4.3694 -2.2750 -2.9495 -0.1 -0.3 0.1 0.428
H -2.4554 -1.2480 -1.6331 -0.3 -0.1 0.0 0.279
```
Positions in Å, forces in eV/Å.

Calculated values
2S+1: 4
Orbital gap (alpha / beta): 0.225 / 0.224 Ha
Maximum force: 0.05876 Eh/bohr
LUMO (alpha / beta): -0.65 / -0.65 eV
ΔE to the lowest compared entry with this formula, charge and spin: 0.0 kJ/mol

=====

[2]
2 unconnected molecules or ions with the total composition Cl2O8. Source: the Open Molecules 2025 dataset; level of theory: the ωB97M-V functional and the def2-TZVPD basis.

Geometry as XYZ:
```
10
Properties=species:S:1:pos:R:3:forces:R:3:mulliken_charge:R:1
Cl -2.9697 -25.2011 -20.1158 3.7 -4.1 4.3 1.480
O -2.6851 -24.3873 -18.9906 -0.8 4.6 1.0 -0.651
O -1.7043 -25.2444 -20.8497 -1.8 0.5 -1.9 -0.605
O -2.9736 -26.4963 -19.3131 -2.3 0.2 -3.4 -0.598
O -4.1736 -24.7888 -20.8371 0.9 -0.6 -0.1 -0.626
Cl -0.6535 -29.0725 -20.2069 -0.1 1.3 4.3 1.593
O -1.9123 -29.4942 -20.7617 0.7 -0.6 -3.2 -0.626
O 0.1117 -27.9504 -20.6187 1.0 0.8 -5.1 -0.605
O -1.0017 -28.6163 -18.9645 -3.2 1.7 6.5 -0.669
O 0.2434 -30.1172 -19.8619 1.9 -3.8 -2.4 -0.693
```
Positions in Å, forces in eV/Å.

Calculated values
Orbital gap: 0.287 Ha
Maximum force: 0.14427 Eh/bohr
LUMO: 6.39 eV
ΔE to the lowest compared entry with this formula, charge and spin: 327.4 kJ/mol
Charge: -2

=====

[3]
2 unconnected molecules or ions with the total composition C12H18ClN2O2S. Source: the Open Molecules 2025 dataset; level of theory: the ωB97M-V functional and the def2-TZVPD basis.

Geometry as XYZ:
```
36
Properties=species:S:1:pos:R:3:forces:R:3:mulliken_charge:R:1
C -1.7462 0.3610 1.7209 0.5 0.2 0.0 -0.941
N -0.4306 -0.0520 2.2547 -0.2 -1.7 0.4 0.122
C 0.0010 -1.4444 1.8811 -0.2 0.2 0.8 -0.911
C 0.4397 0.8105 2.7389 0.4 2.1 -4.4 0.029
Cl 2.0807 0.3399 2.9035 -0.5 -0.1 0.5 -0.087
H -2.3226 -0.5536 1.5702 -0.1 0.3 0.1 0.363
H -2.2537 1.0090 2.4436 0.1 -0.1 -0.2 0.320
H -1.6328 0.8749 0.7529 0.0 -0.1 0.3 0.331
H -0.8964 -1.9786 1.5717 0.2 0.0 0.1 0.309
H 0.7168 -1.4255 1.0407 -0.3 0.2 0.4 0.344
H 0.4499 -1.9437 2.7518 -0.1 0.1 -0.4 0.362
H 0.2533 1.9114 2.5761 0.3 -3.1 -1.9 0.361
C 2.1396 3.2653 1.6756 0.2 0.2 -0.1 -1.249
S 1.7894 3.5917 3.4494 -1.6 0.1 -0.7 0.480
C 0.8423 5.1390 3.2190 0.4 0.2 0.2 -1.041
C 0.4395 2.5285 3.9686 0.4 1.9 5.2 -0.617
C 0.7377 1.9607 5.3102 0.3 0.7 0.5 0.442
C -0.3237 1.4972 6.1168 0.1 0.0 0.1 -0.682
C -0.0701 0.8659 7.3268 0.5 -0.5 -0.1 -0.430
C 1.2592 0.6219 7.7171 -0.1 1.3 -1.7 -0.238
N 1.5329 -0.2881 8.7732 0.4 -1.8 2.7 0.936
O 2.7266 -0.5430 9.0596 -2.4 0.6 -0.7 -0.572
O 0.5490 -0.7998 9.3600 2.0 0.9 -1.1 -0.578
C 2.3148 1.2177 7.0061 -0.3 -0.4 0.1 -0.680
C 2.0509 1.9070 5.8262 -0.1 -0.5 0.3 -0.265
H 2.7834 2.3812 1.5861 -0.3 0.5 0.0 0.365
H 1.2378 3.1726 1.0582 0.2 0.1 0.2 0.394
H 2.6995 4.1689 1.3948 -0.1 -0.4 -0.1 0.572
H 0.9293 5.6880 4.1663 -0.1 -0.1 -0.4 0.363
H 1.3301 5.6858 2.4056 -0.2 0.1 0.3 0.439
H -0.2132 4.9474 2.9853 0.5 -0.1 0.0 0.342
H -0.4921 3.1251 4.0482 0.4 -0.5 -0.6 0.778
H -1.3600 1.6229 5.7842 0.4 0.0 0.1 0.362
H -0.8661 0.4802 7.9546 0.1 0.0 -0.2 0.481
H 3.3348 1.0852 7.3580 -0.2 0.0 0.0 0.473
H 2.8914 2.3686 5.2966 -0.4 -0.3 0.3 0.323
```
Positions in Å, forces in eV/Å.

Calculated values
Orbital gap: 0.246 Ha
Maximum force: 0.10759 Eh/bohr
LUMO: -3.93 eV
ΔE to the lowest compared entry with this formula, charge and spin: 31.2 kJ/mol
Charge: +1

=====

[4]
A single C4H5IN2O molecule. Source: the Open Molecules 2025 dataset; level of theory: the ωB97M-V functional and the def2-TZVPD basis.

Geometry as XYZ:
```
13
Properties=species:S:1:pos:R:3:forces:R:3:mulliken_charge:R:1
C -1.2045 -0.3570 -0.6959 -1.8 -0.6 -0.3 0.095
C 1.3617 -1.4753 -0.1276 -0.8 0.8 0.4 0.033
C -0.8409 0.3905 0.4470 1.1 -1.2 1.0 -0.149
C 0.1325 1.4968 0.4163 0.0 1.4 1.8 -0.938
N -0.4722 -0.9298 -1.5408 2.2 -1.6 -2.0 -0.389
N 0.8610 -1.2866 0.9759 -1.6 1.3 0.5 -0.438
O 0.8935 -1.0373 -1.3691 -0.5 0.9 -0.7 -0.158
I -2.2150 0.4501 2.0133 0.2 -0.1 -0.3 0.183
H -2.1947 -0.7218 -1.0470 -0.2 1.2 1.2 0.400
H 2.2881 -1.9507 -0.3172 0.9 -0.7 -0.1 0.415
H 0.0381 2.2935 -0.3160 -1.3 0.3 0.0 0.332
H 1.0759 1.2063 0.1096 2.1 -1.4 -0.4 0.262
H 0.2763 1.9213 1.4514 -0.3 -0.3 -1.2 0.352
```
Positions in Å, forces in eV/Å.

Calculated values
Orbital gap (alpha / beta): 0.263 / 0.263 Ha
Maximum force: 0.06437 Eh/bohr
LUMO (alpha / beta): -1.56 / -1.56 eV
ΔE to the lowest compared entry with this formula, charge and spin: 504.1 kJ/mol